Here is a molecular structure, C23H21BN6O3Pd from the Open Molecules 2025 dataset. Energies are from ωB97M-V/def2-TZVPD.

Summary:
Total energy, a.u.: -1596.181518

```
! wB97M-V def2-TZVPD RIJCOSX def2/J DEFGRID3
* xyz -2 1
H -4.684 -0.810 3.952
N -2.896 -0.980 2.875
C 2.198 -1.813 -0.479
H 4.976 -0.821 -4.637
H 1.660 0.125 0.909
C 0.470 1.671 4.044
H 1.517 1.621 4.292
H -0.303 3.612 4.875
C 1.484 2.864 -1.789
N -3.491 0.131 0.205
H -2.099 -4.042 2.799
C -1.831 1.596 0.372
C -3.924 -1.477 3.582
H 0.322 -2.160 -3.712
C 1.908 -2.131 -5.173
H 1.645 2.481 1.572
H -0.268 -1.482 -0.769
H -1.064 2.154 0.882
C -2.196 1.574 -0.958
C 1.443 -0.961 -1.572
H 1.425 1.257 -3.204
C 3.385 -0.860 -3.207
H -1.731 2.101 -1.774
H 1.319 -2.629 -5.936
N -2.069 -1.985 2.499
O 3.432 -1.771 -0.506
C -3.235 0.629 -0.998
N -2.613 0.725 1.034
H -3.790 0.277 -1.856
C -0.272 0.740 3.346
C -0.457 2.686 4.339
N -1.536 1.199 3.255
H 0.005 -0.202 2.883
C 1.552 3.224 -0.450
C 1.493 1.524 -2.155
O 0.073 -1.274 -1.672
H 1.530 4.269 -0.162
H 3.658 -1.954 -6.409
N -1.663 2.397 3.871
C 1.573 0.523 -1.195
C 3.214 -1.754 -5.440
C -3.781 -2.842 3.683
C 1.638 0.895 0.146
Pd -0.326 -2.084 1.368
H 3.962 -0.384 -2.428
C 1.340 -1.873 -3.929
H -4.434 -3.541 4.179
O 1.476 -2.445 0.336
C 3.950 -1.117 -4.446
H 1.411 3.628 -2.555
B -2.751 0.537 2.554
C 1.629 2.231 0.518
H -3.746 1.063 2.990
C -2.600 -3.106 2.983
C 2.070 -1.235 -2.932
*
```